A:
Molecular formula: C4H10NO2
Method: DFT, the ωB97M-V functional and the def2-TZVPD basis

Each line ends with the Löwdin charge.
Element x y z (Å)
C  -0.03  0.36  -1.66  -0.1775
C  1.30  0.44  0.47  -0.1349
C  0.44  -0.37  -0.47  -0.4722
C  0.27  -1.71  -0.33  -0.4466
N  -2.56  -0.67  1.23  -0.0728
O  -3.02  0.05  0.05  -0.2021
O  1.04  -2.43  0.37  -0.1653
H  0.69  0.63  -2.46  0.0642
H  -0.84  1.17  -1.42  0.0810
H  -0.63  -0.27  -2.33  0.0491
H  1.79  -0.19  1.28  0.0621
H  0.89  1.13  1.28  0.0629
H  2.18  0.91  -0.07  0.0701
H  -1.44  -0.49  1.07  0.1144
H  -0.63  -2.09  -0.97  0.1107
H  -2.90  -1.63  1.01  0.0635
H  -2.17  0.08  -0.39  -0.0064

HOMO energy in eV: -2.5
Net charge: -1
E_LUMO in hartree: 0.1487
Kohn-Sham gap in eV: 6.55



B:
Molecular formula: C4H10NO2
Method: DFT, the ωB97M-V functional and the def2-TZVPD basis

Each line ends with the Löwdin charge.
Element x y z (Å)
C  -0.50  0.59  -0.71  -0.2112
C  -1.70  0.38  0.37  -0.2120
C  -1.27  -0.05  1.77  -0.4717
O  -0.50  -1.20  1.66  -0.3763
N  0.75  -0.17  -0.31  -0.0815
C  1.72  -0.37  -1.31  -0.2678
O  3.15  -0.22  -0.62  -0.2019
H  -0.70  0.36  -1.85  0.1058
H  -0.39  1.73  -0.70  0.0854
H  -2.22  1.35  0.53  0.0788
H  -2.34  -0.39  -0.20  0.1080
H  -0.71  0.82  2.25  0.1000
H  -2.13  -0.41  2.33  0.0737
H  0.35  -0.77  0.47  0.0288
H  1.81  0.33  -2.10  0.0845
H  1.92  -1.32  -1.79  0.0836
H  2.75  -0.66  0.21  0.0739

HOMO energy in eV: -3.1
Net charge: -1
E_LUMO in hartree: 0.1546
Kohn-Sham gap in eV: 7.32



Stability ranking, top and bottom: B is the most stable and A is the least stable.



A:
Molecular formula: C4H10NO2
Method: DFT, the ωB97M-V functional and the def2-TZVPD basis

Each line ends with the Löwdin charge.
Element x y z (Å)
C  0.86  -0.28  0.80  -0.2216
C  -0.25  -1.04  0.03  -0.1446
C  -1.15  -0.33  -0.74  -0.0069
O  -0.92  1.85  -2.24  -0.4835
N  2.22  0.34  0.24  -0.0591
C  1.41  0.76  -0.67  -0.1556
O  -1.20  -1.37  2.42  -0.4918
H  0.29  0.43  1.41  0.1120
H  1.23  -1.01  1.52  0.1120
H  -0.24  -2.12  0.07  0.1209
H  -1.37  -0.49  0.48  0.1672
H  -1.80  2.22  -2.30  -0.1100
H  -1.71  -0.90  -1.47  0.1038
H  -1.06  0.76  -1.16  0.0244
H  1.29  0.23  -1.64  0.0983
H  0.82  1.70  -0.72  0.0880
H  -1.30  -1.64  3.34  -0.1535

HOMO energy in eV: -4.2
Net charge: -1
E_LUMO in hartree: 0.1254
Kohn-Sham gap in eV: 7.58



B:
Molecular formula: C4H10NO2
Method: DFT, the ωB97M-V functional and the def2-TZVPD basis

Each line ends with the Löwdin charge.
Element x y z (Å)
C  -0.47  0.15  -1.11  -0.2486
C  -0.94  -0.31  0.26  -0.5181
C  -2.39  -0.76  0.20  -0.0630
O  -0.12  -1.19  0.89  -0.0759
N  0.64  1.05  -1.11  -0.0568
C  1.57  1.08  0.07  -0.4938
O  1.87  -0.06  0.63  -0.1979
H  -0.33  -0.74  -1.74  0.1154
H  -1.36  0.61  -1.55  0.0897
H  -0.88  0.69  0.76  0.1310
H  -2.49  -1.78  0.52  0.0590
H  -2.65  -0.92  -0.83  0.0402
H  -3.13  -0.04  0.62  0.0792
H  0.78  -0.75  0.82  -0.0748
H  1.12  0.91  -1.95  0.0561
H  2.44  1.55  -0.38  0.0772
H  1.10  1.86  0.68  0.0810

HOMO energy in eV: -3.3
Net charge: -1
E_LUMO in hartree: 0.1555
Kohn-Sham gap in eV: 7.54



Stability ranking, top and bottom: B is the most stable and A is the least stable.



A:
Molecular formula: C12H12
Method: DFT, the ωB97M-V functional and the def2-TZVPD basis

Each line ends with the Löwdin charge.
Element x y z (Å)
C  0.34  -2.96  -0.75  -0.1203
C  0.48  -3.48  0.56  -0.1200
C  0.09  -2.70  1.63  -0.0743
C  -0.22  -1.31  1.42  -0.0661
C  -0.17  -0.88  0.16  -0.2116
C  0.05  -1.66  -0.97  -0.0757
C  -0.30  1.38  0.83  -0.1646
C  -1.07  2.52  0.55  -0.0666
C  -0.91  3.26  -0.66  -0.1122
C  0.11  2.98  -1.51  -0.0672
C  0.88  1.77  -1.26  -0.0143
C  0.75  1.09  -0.07  -0.1286
H  0.50  -3.61  -1.68  0.1264
H  0.81  -4.55  0.56  0.1098
H  0.16  -3.36  2.61  0.1358
H  -0.54  -0.62  2.23  0.1066
H  -0.50  0.11  0.04  0.0165
H  -0.27  -1.48  -2.02  0.1337
H  -0.35  1.03  1.89  0.1134
H  -1.40  2.94  1.64  0.1525
H  -1.65  4.11  -0.80  0.1177
H  0.14  3.49  -2.38  0.0631
H  1.71  1.67  -1.83  0.0698
H  1.22  0.22  0.11  0.0763

HOMO energy in eV: -8.3
E_LUMO in hartree: 0.0327
Kohn-Sham gap in eV: 9.18



B:
Molecular formula: C12H12
Method: DFT, the ωB97M-V functional and the def2-TZVPD basis

Each line ends with the Löwdin charge.
Element x y z (Å)
C  3.31  -2.39  -0.38  -0.0684
C  2.10  -1.46  -0.29  -0.2964
C  2.21  -0.24  -1.12  -0.0759
C  1.30  0.69  -1.05  -0.0458
C  -0.01  0.47  -0.38  -0.1477
C  -0.92  1.49  -0.46  -0.0575
C  -2.05  1.40  0.18  -0.3722
C  -3.16  2.44  0.28  -0.0743
C  -2.33  0.20  0.80  -0.0987
C  -1.36  -0.72  1.00  -0.0608
C  -0.20  -0.83  0.14  -0.1661
C  0.86  -1.83  0.30  0.0020
H  4.04  -1.61  0.17  0.1135
H  3.51  -2.64  -1.34  0.0282
H  3.18  -3.03  0.65  0.1294
H  3.34  -0.08  -1.47  0.1545
H  1.40  1.63  -1.52  0.0976
H  -0.63  2.46  -0.79  0.1166
H  -3.48  2.31  1.42  0.0908
H  -4.13  2.27  -0.37  0.1028
H  -2.60  3.60  0.12  0.1488
H  -3.31  0.20  1.48  0.1483
H  -1.51  -1.40  1.99  0.1540
H  0.42  -2.95  0.67  0.1771

HOMO energy in eV: -8.2
E_LUMO in hartree: 0.0318
Kohn-Sham gap in eV: 9.04



Stability ranking, top and bottom: B is the most stable and A is the least stable.



A:
Molecular formula: C12H12
Method: DFT, the ωB97M-V functional and the def2-TZVPD basis

Each line ends with the Löwdin charge.
Element x y z (Å)
C  1.69  -1.17  -0.24  -0.1169
C  1.32  -0.26  0.79  -0.1494
C  2.23  0.69  1.30  -0.0700
C  3.41  0.91  0.51  -0.1128
C  3.64  0.15  -0.60  -0.1274
C  2.75  -0.88  -1.10  -0.0683
C  -3.68  0.80  -0.32  -0.0828
C  -2.38  1.35  -0.72  -0.0694
C  -1.28  0.50  -0.53  -0.1070
C  -1.34  -0.74  0.11  -0.1412
C  -2.61  -1.19  0.50  -0.1093
C  -3.74  -0.43  0.31  -0.1457
H  0.99  -1.89  -0.62  0.0879
H  0.28  -0.34  1.29  0.1063
H  1.99  1.43  2.18  0.1317
H  4.29  1.49  0.81  0.0991
H  4.48  0.32  -1.27  0.0869
H  2.97  -1.26  -2.21  0.1444
H  -4.54  1.39  -0.64  0.0941
H  -2.21  2.40  -0.96  0.0966
H  -0.26  1.07  -0.74  0.1412
H  -0.41  -1.31  0.31  0.0478
H  -2.89  -2.12  1.22  0.1491
H  -4.71  -0.91  0.62  0.1151

HOMO energy in eV: -9.2
E_LUMO in hartree: 0.0335
Kohn-Sham gap in eV: 10.11



B:
Molecular formula: C12H12
Method: DFT, the ωB97M-V functional and the def2-TZVPD basis

Each line ends with the Löwdin charge.
Element x y z (Å)
C  4.00  0.33  0.23  -0.0782
C  2.56  0.10  -0.17  -0.3616
C  2.28  -1.23  -0.27  -0.0510
C  0.90  -1.60  -0.03  0.0285
C  -0.17  -0.61  0.11  -0.1304
C  -1.53  -0.98  0.02  -0.0231
C  -2.64  -0.17  0.17  -0.2450
C  -4.10  -0.54  0.02  -0.0614
C  -2.18  1.21  0.05  -0.0824
C  -0.94  1.63  -0.08  -0.0766
C  0.22  0.81  -0.05  -0.1319
C  1.61  1.08  -0.09  -0.0065
H  4.57  0.08  -0.64  0.0644
H  4.16  -0.29  1.18  0.1025
H  4.37  1.32  0.73  0.1123
H  3.12  -1.90  -0.24  0.1046
H  0.50  -2.61  0.02  0.0958
H  -1.57  -1.99  0.04  0.0707
H  -4.48  -0.11  -1.05  0.1336
H  -4.63  0.19  0.73  0.0896
H  -4.37  -1.54  0.33  0.0637
H  -3.00  1.81  -0.29  0.1026
H  -0.87  2.72  -0.24  0.1246
H  2.15  2.15  0.00  0.1552

HOMO energy in eV: -8.0
E_LUMO in hartree: 0.0215
Kohn-Sham gap in eV: 8.60



Stability ranking, top and bottom: B is the most stable and A is the least stable.